174
Properties=species:S:1:pos:R:3:mulliken_charge:R:1 method="wB97M-V/def2-TZVPD" homo_energy_ev=-9.80 total_energy_ev=-168580.0510
C -2.24 -4.50 2.12 0.195
C -2.32 -4.41 0.59 0.367
O -0.93 -4.41 0.16 -0.225
C -0.14 -4.27 1.22 0.232
O 1.01 -4.16 1.21 -0.566
O -0.87 -4.16 2.36 -0.334
H -2.51 -5.50 2.45 0.267
H -2.80 -3.67 2.54 -0.084
H -2.76 -3.49 0.26 -0.391
H -2.71 -5.23 0.06 0.381
C -7.53 -4.16 0.97 -0.399
C -6.19 -4.27 1.74 0.169
O -5.14 -4.06 0.76 0.069
C -5.75 -3.84 -0.45 0.381
O -5.06 -3.60 -1.37 -0.464
O -7.06 -3.93 -0.40 -0.408
H -8.14 -3.31 1.28 0.254
H -8.17 -5.04 1.01 0.281
H -6.03 -5.21 2.25 0.427
H -6.06 -3.49 2.47 -0.336
C -6.11 -0.54 -1.03 -0.861
C -4.93 -0.03 -1.82 -0.336
O -3.80 -0.19 -0.95 0.208
C -4.21 -0.71 0.17 -0.224
O -3.51 -1.00 1.05 -0.229
O -5.53 -0.87 0.22 0.108
H -6.55 -1.50 -1.44 0.357
H -6.81 0.24 -0.96 0.349
H -4.96 1.02 -2.04 0.372
H -4.83 -0.70 -2.64 0.180
C 5.04 5.32 -3.63 -0.362
C 4.61 4.70 -5.02 -0.447
O 4.49 3.30 -4.68 -0.316
C 4.49 3.12 -3.36 0.291
O 4.36 2.08 -2.76 -0.133
O 4.50 4.34 -2.73 -0.325
H 4.57 6.28 -3.45 0.270
H 6.10 5.43 -3.54 0.324
H 5.40 4.76 -5.69 0.371
H 3.65 5.12 -5.35 0.282
C -0.44 -5.03 -4.54 -0.455
C 1.07 -5.53 -4.57 -0.562
O 1.70 -4.70 -3.50 -0.245
C 0.76 -3.92 -2.98 -0.546
O 0.95 -3.28 -1.98 0.617
O -0.37 -3.89 -3.64 -0.043
H -1.07 -5.81 -4.12 0.314
H -0.70 -4.66 -5.55 0.306
H 1.55 -5.38 -5.55 0.325
H 1.07 -6.63 -4.36 0.354
C 4.38 -3.40 -1.45 1.455
C 4.60 -4.82 -1.09 0.194
O 6.02 -5.03 -1.21 -0.393
C 6.56 -3.82 -1.56 0.444
O 7.75 -3.61 -1.73 -0.625
O 5.68 -2.83 -1.60 -0.173
H 3.80 -2.90 -0.69 -0.339
H 3.83 -3.30 -2.38 -0.853
H 4.04 -5.59 -1.66 0.245
H 4.40 -4.98 0.01 0.054
C 1.03 5.30 -0.49 -0.028
C 2.49 5.84 -0.56 -0.162
O 2.91 5.83 0.76 -0.366
C 1.86 5.47 1.57 0.689
O 2.01 5.47 2.76 -0.568
O 0.74 5.23 0.90 -0.336
H 1.06 4.28 -0.76 -0.005
H 0.32 5.86 -1.06 0.453
H 2.67 6.81 -0.98 0.270
H 2.98 5.10 -1.15 0.023
C -5.18 -0.76 4.88 0.116
C -5.97 -1.99 5.31 -0.274
O -7.06 -2.05 4.39 -0.380
C -7.15 -0.92 3.64 0.632
O -8.11 -0.76 2.90 -0.607
O -6.17 -0.07 3.94 -0.225
H -4.28 -1.02 4.34 -0.253
H -5.02 -0.05 5.68 0.452
H -6.32 -2.02 6.35 0.300
H -5.23 -2.81 5.12 0.236
C -4.87 2.34 1.91 1.107
C -5.70 3.59 2.18 -0.406
O -6.34 3.96 0.87 -0.425
C -6.06 3.02 0.00 0.319
O -6.26 3.03 -1.16 -0.562
O -5.56 1.91 0.64 0.182
H -4.90 1.52 2.65 -0.311
H -3.83 2.62 1.80 -0.417
H -5.10 4.42 2.57 0.267
H -6.54 3.46 2.83 0.311
C -0.24 -0.49 3.45 0.723
C 0.58 -0.87 4.62 0.778
O 0.03 -2.09 5.09 -0.427
C -1.33 -1.99 4.77 0.308
O -2.18 -2.61 5.32 -0.566
O -1.52 -1.06 3.84 0.463
F 0.59 0.01 5.65 -0.348
H 0.03 -1.02 2.57 -0.706
H -0.45 0.52 3.30 -0.315
H 1.62 -1.10 4.32 0.103
C -0.26 -0.93 -0.53 0.280
C -0.03 0.23 -1.52 0.206
O 1.30 0.20 -1.81 -0.036
C 1.89 -0.49 -0.82 -0.431
O 3.08 -0.46 -0.79 0.139
O 1.05 -1.00 0.10 0.353
F -0.25 1.43 -0.98 -0.019
H -0.50 -1.81 -1.09 -0.416
H -1.01 -0.66 0.17 -0.057
H -0.78 0.19 -2.36 0.099
C 5.81 0.14 -0.16 0.303
C 7.32 0.31 -0.34 0.256
O 7.75 0.25 1.00 -0.409
C 6.75 0.71 1.78 0.332
O 6.88 1.11 2.88 -0.612
O 5.61 0.66 1.20 0.199
F 7.63 1.59 -0.84 -0.351
H 5.51 -0.90 -0.25 -0.349
H 5.34 0.73 -0.95 -0.165
H 7.79 -0.45 -0.93 0.457
C 4.23 3.20 2.93 -0.557
C 4.21 2.02 3.83 0.274
O 3.29 1.12 3.31 -0.332
C 2.68 1.58 2.22 0.281
O 1.73 1.10 1.69 -0.100
O 3.19 2.86 1.95 0.030
F 3.71 2.37 5.05 -0.383
H 5.21 3.28 2.43 0.223
H 4.01 4.08 3.47 0.473
H 5.18 1.58 3.99 0.231
C -0.98 4.66 3.42 0.607
C -0.33 4.13 4.71 0.598
O -0.88 2.89 4.87 -0.378
C -2.00 2.83 4.11 0.615
O -2.81 1.95 4.27 -0.418
O -1.97 3.72 3.11 -0.229
F -0.74 4.89 5.83 -0.396
H -0.30 4.76 2.54 -0.587
H -1.49 5.62 3.57 0.271
H 0.78 4.04 4.75 0.104
C 3.05 -0.63 -4.27 0.571
C 4.28 -0.96 -5.06 0.173
O 3.86 -1.83 -6.08 -0.393
C 2.75 -2.47 -5.52 0.380
O 2.31 -3.43 -6.07 -0.560
O 2.30 -1.83 -4.48 0.218
F 5.12 -1.63 -4.19 -0.207
H 2.50 0.31 -4.44 0.294
H 3.36 -0.62 -3.22 -0.675
H 4.86 -0.12 -5.58 0.232
C -2.19 -1.75 -4.24 -0.296
O -1.02 -1.12 -4.90 -0.567
H -2.39 -2.74 -4.57 0.358
H -1.95 -1.90 -3.19 -0.025
H -3.04 -1.05 -4.37 0.287
H -0.44 -1.85 -5.27 0.291
C -2.46 4.30 -0.53 0.197
O -2.30 5.15 -1.68 -0.643
H -1.44 4.17 -0.18 -0.088
H -3.08 4.77 0.22 0.263
H -2.82 3.30 -0.75 -0.133
H -3.05 4.99 -2.26 0.276
C 4.06 -3.34 3.07 -0.705
O 3.87 -3.70 1.71 -0.435
H 3.45 -3.95 3.75 0.307
H 5.10 -3.58 3.30 0.305
H 3.91 -2.30 3.31 0.157
H 2.96 -3.80 1.43 0.439
C 0.42 4.38 -4.30 -0.594
O -0.38 3.69 -3.27 -0.252
H 1.50 4.28 -4.10 -0.003
H 0.35 3.73 -5.13 0.378
H 0.15 5.44 -4.44 0.319
H -0.91 4.33 -2.76 0.209